62
Properties=species:S:1:pos:R:3:mulliken_charge:R:1 method="wB97M-V/def2-TZVPD" lumo_energy_ev=-3.17 largest_force_ev_per_a=0.4 charge=+1 homo_energy_ev=-10.75 e_above_lowest_kj_mol=45.6 orbital_gap_ha=0.27865
Sc 1.592 1.287 0.843 0.395
C 1.175 -4.156 -2.141 -1.127
C 0.585 -2.936 -2.834 0.024
N 1.358 -1.719 -2.593 -0.131
C 1.325 -1.018 -1.446 0.216
S 2.441 0.314 -1.343 -0.394
N 0.475 -1.436 -0.521 -0.503
N 0.457 -0.658 0.600 0.382
C -0.183 -1.104 1.622 0.861
C -0.764 -2.474 1.739 -1.906
C -0.354 -0.154 2.751 0.903
C -1.092 -0.476 3.880 -0.931
C -1.246 0.476 4.877 -0.594
C -0.658 1.720 4.730 -0.813
C 0.073 1.966 3.582 -0.200
N 0.211 1.058 2.617 0.479
H 0.594 -5.049 -2.380 0.352
H 1.179 -4.026 -1.060 0.256
H 2.202 -4.324 -2.468 0.342
H -0.441 -2.769 -2.504 -0.173
H 0.550 -3.088 -3.912 0.496
H 1.986 -1.392 -3.302 0.232
H -0.449 -3.086 0.901 0.105
H -1.855 -2.441 1.762 0.374
H -0.426 -2.933 2.669 0.624
H -1.541 -1.453 3.981 0.455
H -1.819 0.242 5.765 0.445
H -0.750 2.486 5.487 0.449
H 0.567 2.917 3.423 0.371
F 3.109 0.886 1.851 -0.662
C 3.590 3.747 -2.900 -0.964
N 3.013 4.064 -1.593 -0.139
C 3.286 3.556 -0.395 0.610
S 2.156 3.876 0.883 -0.515
N 4.350 2.809 -0.123 -0.033
C 5.495 2.454 -0.962 -0.991
H 2.854 4.022 -3.651 0.344
H 3.771 2.680 -2.993 0.313
H 4.503 4.306 -3.094 0.337
H 2.173 4.617 -1.592 0.271
H 4.339 2.425 0.810 0.208
H 5.816 3.304 -1.556 0.347
H 5.279 1.602 -1.604 0.299
H 6.312 2.188 -0.297 0.354
N -2.716 1.503 0.803 -0.239
C -1.947 1.179 -0.238 0.064
S -0.629 2.155 -0.703 -0.221
N -2.239 0.079 -0.942 -0.104
C -3.343 -0.805 -0.780 0.061
C -3.096 -2.173 -0.813 -0.096
C -4.152 -3.064 -0.703 -0.936
C -5.451 -2.597 -0.550 -0.479
C -5.692 -1.232 -0.530 -0.621
C -4.645 -0.329 -0.659 -0.194
H -2.499 2.347 1.302 0.254
H -3.476 0.918 1.107 0.254
H -1.493 -0.216 -1.555 0.237
H -2.074 -2.522 -0.905 0.419
H -3.957 -4.129 -0.733 0.438
H -6.273 -3.296 -0.460 0.402
H -6.705 -0.860 -0.439 0.398
H -4.850 0.733 -0.711 0.598